1.
Entry from the OMol25 dataset: a structure of composition C19H15BrClCuF5NO3Te (ωB97M-V/def2-TZVPD).

```
47
Properties=species:S:1:pos:R:3:forces:R:3:nbo_charge:R:1
C 0.728 3.655 -3.234 0.1 0.0 0.0 -0.05
H 2.405 0.870 -2.259 0.0 0.0 0.0 0.21
C -0.537 3.114 -3.458 -0.1 -0.2 -0.2 -0.17
N 0.133 -0.344 -2.603 0.1 0.3 0.3 -0.62
C 3.485 -0.142 4.166 0.1 0.0 0.0 -0.11
H -0.826 -0.635 -2.443 0.0 0.0 0.0 0.43
C -1.557 -1.643 0.248 -0.1 0.1 0.1 0.04
H 2.415 -0.637 5.959 0.0 0.0 0.0 0.22
H -1.742 1.350 -3.351 0.0 0.0 0.0 0.25
H -1.366 3.760 -3.704 0.0 0.0 0.0 0.24
C 2.369 -0.586 4.879 -0.1 0.0 0.0 -0.20
H 0.178 -2.786 -0.279 0.0 0.0 0.0 0.23
C 1.123 -0.864 2.804 -0.1 -0.1 -0.1 0.43
Te -1.928 2.309 0.170 -0.4 -0.1 -0.6 2.52
C 1.223 -0.941 4.217 0.1 0.1 0.0 -0.23
F -0.259 3.143 -0.767 0.1 0.0 0.4 -0.78
C -0.902 -2.753 -0.243 0.0 0.0 0.0 -0.32
H 0.343 -1.264 4.754 0.0 0.0 0.0 0.22
C 2.413 -0.407 0.657 0.0 0.0 0.0 0.47
O -1.378 0.673 -0.630 -0.1 0.5 0.5 -1.18
F -2.244 1.032 1.849 0.0 0.0 0.0 -0.78
C -0.753 1.778 -3.277 0.1 0.0 -0.1 -0.13
C -3.682 -2.682 -0.062 0.0 0.0 0.0 -0.25
F 0.189 1.489 1.337 0.2 -0.2 -0.1 -0.78
H -3.415 -0.680 0.705 0.0 0.0 0.0 0.28
H 4.311 0.258 2.248 0.0 0.0 0.0 0.21
C 3.443 -0.076 2.801 0.0 0.0 0.1 -0.15
Br -4.056 -5.297 -1.137 0.0 0.0 0.0 0.00
H -4.761 -2.663 -0.003 0.0 0.0 0.0 0.22
O 1.608 -0.773 -0.188 0.0 -0.1 0.0 -0.66
F -2.566 2.916 -1.617 -0.1 0.0 0.1 -0.72
C -3.028 -3.795 -0.564 0.0 0.0 0.0 -0.10
H 3.395 -0.018 0.319 0.0 0.0 0.0 0.10
C 2.286 -0.451 2.096 0.2 0.0 0.0 -0.27
C -1.651 -3.850 -0.664 0.0 0.0 0.0 -0.25
H 2.767 3.303 -2.629 0.0 0.0 0.0 0.22
Cl 4.933 0.322 5.033 0.0 0.0 0.0 -0.05
C 1.807 2.849 -2.825 0.0 -0.1 0.0 -0.21
F -3.809 1.713 0.066 0.0 0.1 0.0 -0.72
O 0.005 -1.215 2.254 0.2 0.2 -0.1 -0.74
H -1.165 -4.735 -1.052 0.0 0.0 0.0 0.22
H 0.878 4.721 -3.343 0.0 0.0 0.0 0.21
C 1.621 1.516 -2.628 -0.1 0.0 0.0 -0.13
H 0.805 -0.763 -1.961 0.0 -0.2 -0.1 0.44
C 0.323 0.949 -2.842 0.1 0.0 0.0 0.27
C -2.938 -1.582 0.345 0.1 -0.1 -0.1 -0.26
Cu -0.626 -0.140 0.857 -0.2 -0.3 -0.1 1.41
```
Forces are in eV/Å.

Properties
Spin multiplicity: 2
Total charge: -1
E_HOMO (alpha / beta) in eV: -5.526 / -5.526
DFT total energy in eV: -175665.75168
Frontier orbital gap (alpha / beta) in eV: 7.9 / 5.2



2.
Entry from the OMol25 dataset: an isolated molecule of C4H3NO2S (ωB97M-V/def2-TZVPD).

```
11
Properties=species:S:1:pos:R:3:forces:R:3:nbo_charge:R:1
S 2.378 0.771 -1.636 -0.4 -0.1 0.3 -0.06
C -0.079 0.950 -0.400 0.1 0.7 -0.2 -0.41
C 1.119 0.241 -0.704 0.2 0.0 -0.3 -0.17
C 1.168 -1.109 -0.125 -1.1 -0.2 0.8 0.01
N 0.266 -1.667 0.621 1.0 0.5 -0.8 -0.06
O -0.866 -0.908 0.875 -0.3 0.4 0.0 -0.34
C -0.994 0.336 0.383 0.4 -0.5 -0.2 0.66
H -2.627 0.261 1.276 -0.4 -0.5 0.4 0.50
H -0.256 1.983 -0.751 0.1 -0.9 0.2 0.26
H 2.028 -1.736 -0.279 0.2 -0.1 -0.1 0.23
O -2.138 0.879 0.740 0.0 0.7 -0.3 -0.63
```
Forces are in eV/Å.

Properties
SMILES string: Oc1cc(=S)cno1
E_HOMO in eV: -8.653
DFT total energy in eV: -20614.60337
Energy relative to the best compared isomer or geometry (same formula, charge and spin) in kcal/mol: 56.5
Frontier orbital gap in eV: 8.0



3.
Entry from the OMol25 dataset: a cluster of 9 separate species, C22H54O13S7 in total (ωB97M-V/def2-TZVPD).

```
96
Properties=species:S:1:pos:R:3:forces:R:3:lowdin_spin:R:1
H -1.137 -1.772 -4.676 0.1 0.4 0.5 0.00
O 3.988 -3.525 -1.716 0.6 0.5 -0.2 0.00
H -2.245 -1.440 -6.537 -0.1 -0.5 -0.3 0.00
H -0.250 2.602 0.545 0.0 0.1 -0.4 0.00
H 2.632 -0.928 4.569 -0.5 -0.1 0.5 0.03
C 2.754 -1.295 -2.213 1.1 0.6 -1.0 0.00
H -0.383 4.283 -0.195 -0.2 -0.3 0.0 0.00
H -1.033 -4.601 5.456 0.1 -0.4 0.0 0.00
H -0.908 -0.637 -7.313 0.2 -0.4 -0.9 0.00
H 2.622 -2.679 0.218 -0.7 0.2 -0.8 0.00
C -2.232 3.601 5.350 0.2 -0.2 -0.7 0.02
H 1.646 -0.619 3.124 -0.2 0.4 0.0 0.01
S -0.195 -2.822 4.208 -1.2 -0.1 -1.9 0.08
H 3.825 -2.562 1.173 1.7 0.7 -0.2 0.01
O -0.433 -1.720 -2.067 -1.4 2.3 1.2 0.00
H -2.457 3.427 6.402 0.0 0.0 -0.2 0.01
H -1.161 3.531 5.155 0.1 -0.3 0.2 0.01
H 1.323 -3.727 2.477 -0.4 0.2 -0.3 0.00
H 1.345 -0.264 -5.537 -0.2 0.2 -0.8 0.00
H -2.317 0.855 -2.224 -0.4 -0.2 0.5 0.00
S -3.079 2.306 4.367 -1.3 0.5 -0.1 0.02
C -1.534 -3.933 4.755 0.8 -0.7 0.6 0.01
S 1.042 1.000 4.821 0.2 -0.9 -0.1 0.28
C 0.204 -0.621 0.304 -0.7 0.8 -1.1 0.00
H -3.255 4.160 -4.288 0.2 -0.5 0.1 0.00
H -1.600 5.320 -3.323 -0.4 0.1 -0.4 0.00
C -1.179 -1.530 -6.749 0.3 1.0 0.5 0.00
H -2.435 3.856 2.692 -0.4 0.1 -0.4 0.00
H -1.553 5.781 -1.719 0.2 -0.2 0.4 0.00
C 2.201 2.037 5.895 -0.6 0.3 -1.0 0.09
C 3.467 -1.998 0.312 -1.3 -0.4 -0.3 0.01
H 0.590 -1.614 0.536 -0.4 0.1 0.1 0.00
S -1.142 -0.849 -0.982 1.7 -1.7 -0.6 0.00
H -1.735 -5.806 0.354 0.2 0.0 0.6 0.00
H -0.190 4.038 1.545 -0.2 -0.1 0.0 0.01
S 0.687 -5.743 -0.049 1.0 -0.2 -0.8 0.00
H 3.249 1.746 5.826 -0.1 0.2 -0.3 0.04
H 1.947 3.028 5.517 0.7 0.3 -0.7 0.04
C 2.185 -0.152 3.948 0.9 0.3 1.0 0.05
C 0.379 -0.226 -5.032 0.6 -0.4 0.0 0.00
H -2.343 -3.521 5.358 0.1 0.6 -0.6 0.00
H -0.737 -7.290 0.780 -0.7 -0.4 -0.4 0.00
C 0.267 -3.278 -6.546 -0.6 -1.1 -0.6 0.00
O 1.923 3.808 -0.909 0.4 1.3 -0.5 0.01
C 0.296 -4.290 -1.145 0.2 -1.3 0.2 0.00
H -1.240 -6.764 -0.978 0.2 -0.8 0.2 0.00
C 2.302 2.684 1.083 2.7 0.1 0.1 0.02
C 2.665 2.765 -1.193 -0.1 -0.8 -4.2 0.00
H 1.157 -3.626 -1.230 0.0 -0.3 0.2 0.00
H 1.944 2.214 6.940 -0.5 -1.2 0.2 0.04
H 1.006 -0.034 -0.144 0.0 0.0 -0.1 0.00
C -0.967 -6.516 0.048 0.7 1.1 -0.5 0.00
H 0.756 -0.285 -4.011 -0.7 -0.3 0.3 0.00
O 1.548 -6.737 -0.829 -1.3 1.3 0.8 0.00
H -2.514 4.602 5.024 -0.5 -0.1 0.0 0.00
C 1.609 3.789 0.447 -4.8 2.3 1.2 0.02
H -1.851 -4.516 3.891 -0.4 0.2 0.1 0.00
H -1.840 1.274 -0.466 -0.5 0.3 -0.3 0.00
H 3.199 3.111 1.530 0.1 -0.4 0.7 0.03
H -0.204 -0.079 1.156 0.0 -0.3 0.2 0.00
H 2.814 -0.209 -2.287 -0.2 0.4 1.1 0.00
O -0.792 -2.789 -7.282 0.2 0.3 -0.3 0.00
H 1.789 4.775 0.876 0.6 -0.1 -0.1 0.02
O 2.985 2.544 -2.394 -0.3 -0.2 4.6 0.00
H -4.920 4.358 -4.002 -0.5 -1.1 0.2 0.00
O 2.777 2.039 -0.085 1.7 -2.8 -1.6 0.02
O -0.862 -1.823 3.292 0.5 0.2 0.7 0.01
H -0.079 0.754 -5.161 -0.2 -0.2 -0.2 0.00
C 0.070 3.644 0.563 0.7 0.5 0.4 0.01
C 0.380 -4.042 2.924 -0.1 -0.2 1.8 0.01
C -4.012 3.995 -3.521 -0.3 2.4 -0.2 0.00
H -0.578 -3.735 -0.804 0.1 -0.3 0.0 0.00
H 3.023 -1.448 -3.258 -0.3 -0.9 -0.3 0.00
O 0.536 1.787 3.624 0.4 0.5 0.7 0.01
O 0.474 -2.538 -5.486 1.3 -0.2 0.3 0.00
H 3.079 0.407 3.673 -0.3 0.3 -0.6 0.02
S -3.723 5.425 -2.344 -0.1 0.5 -1.7 0.00
H 3.059 -1.013 0.543 0.4 0.1 0.2 0.00
H -1.386 2.484 2.566 -0.2 -0.5 0.4 0.00
O -3.811 6.760 -3.132 0.2 -2.8 1.3 0.00
C -1.992 5.012 -2.354 2.1 1.9 0.0 0.00
H -3.960 3.048 -2.982 -0.4 0.1 -0.3 0.00
C -0.421 -1.473 -5.442 -0.8 1.1 2.1 0.00
H -0.778 1.523 -1.878 0.5 -0.3 0.3 0.00
H 1.772 -1.709 -1.984 0.3 0.0 0.1 0.00
C -1.554 0.892 -1.446 1.0 -0.5 -0.3 0.00
O -4.573 2.664 4.365 1.9 -0.3 -0.1 0.00
H -3.073 2.311 1.948 -0.1 0.1 0.2 0.00
H 0.547 -4.990 3.436 0.2 -0.1 0.0 0.00
O 0.853 -4.281 -6.789 0.0 0.0 -0.5 0.00
H 0.140 -4.782 -2.105 -0.2 0.3 -0.2 0.00
H -0.524 -4.157 2.326 0.5 0.3 -0.5 0.00
S 4.186 -2.071 -1.406 -1.4 -1.0 1.3 0.02
C -2.430 2.766 2.702 0.2 0.5 0.8 0.01
H 1.827 1.972 1.758 -0.4 0.4 -0.2 0.00
H -1.449 4.082 -2.187 -1.1 -0.5 0.5 0.00
```
Forces are in eV/Å.

Properties
Spin multiplicity: 2
Total charge: -1
E_HOMO (alpha / beta) in eV: -0.088 / -6.957
DFT total energy in eV: -126144.25520
Frontier orbital gap (alpha / beta) in eV: 1.5 / 8.4



4.
Entry from the OMol25 dataset: a structure of composition C5H13Cl2O2PSi (ωB97M-V/def2-TZVPD).

```
24
Properties=species:S:1:pos:R:3:forces:R:3:nbo_charge:R:1
Cl 2.423 -3.328 -2.438 0.9 -0.5 0.1 -0.22
H -0.958 1.050 1.352 -2.1 1.6 -0.9 0.20
C 1.496 -1.302 0.986 -0.9 3.3 -2.5 -0.60
C -2.029 -0.339 -1.765 0.4 1.6 0.4 -1.13
Si -0.229 -0.272 -0.971 -0.8 2.5 -0.2 1.87
H -2.555 -1.202 -1.405 -0.3 -0.5 0.2 0.24
H 1.556 -1.689 1.924 0.8 -2.1 2.2 0.22
P 0.605 -2.654 -2.195 -0.7 0.2 -0.5 2.01
C 0.629 1.403 -1.409 -3.4 0.2 -1.3 -1.13
H -2.554 0.578 -1.318 0.5 -1.2 -0.6 0.24
H 2.238 -0.436 0.938 -0.9 -1.0 -0.1 0.19
H 1.569 -1.844 0.056 1.1 -1.2 0.8 0.21
H 0.282 1.469 -2.508 1.4 -0.2 1.2 0.24
Cl -0.059 -2.633 -4.109 -0.3 -0.4 0.2 -0.26
H -2.189 -0.300 -2.892 0.8 0.1 1.4 0.26
H 0.339 2.396 -1.040 -0.3 -0.5 0.5 0.24
H -0.393 0.314 2.784 0.9 0.2 -1.0 0.21
H 1.650 1.295 -1.209 1.7 -0.2 -0.4 0.23
H -0.770 -1.387 1.074 0.6 -0.8 0.2 0.23
C -0.153 0.517 1.697 1.2 -1.4 1.5 -0.60
C 0.075 -0.720 0.872 -1.4 -0.1 -1.5 -0.66
O 0.801 -1.133 -1.975 0.5 -0.6 -0.1 -1.16
O -0.198 -3.322 -1.171 0.0 -0.1 -0.5 -1.05
H 0.748 1.056 1.483 0.4 1.1 0.8 0.21
```
Forces are in eV/Å.

Properties
E_HOMO in eV: -9.888
DFT total energy in eV: -51706.10545
Energy relative to the best compared isomer or geometry (same formula, charge and spin) in kcal/mol: 7.0
Frontier orbital gap in eV: 10.4



Record-wise largest force on an atom values, in eV/A: 0.75, 1.36, 5.44, 4.28